The following is a DFT calculation (wB97M-V/def2-TZVPD) of a molecular structure, C44H35Br2F5N2O4P2RuSe in a non-equilibrium geometry.

```
! RIJCOSX wB97M-V def2-TZVPD def2/J DEFGRID3
* xyz 1 2
Ru -1.43 -0.04 0.70
Br -4.40 -2.50 -2.84
C -4.05 -3.14 -1.10
C -4.71 -4.24 -0.59
C -4.41 -4.68 0.69
Br -5.36 -6.18 1.36
C -3.45 -4.03 1.50
C -3.07 -4.44 2.79
C -2.16 -3.69 3.50
C -1.63 -2.53 2.93
N -1.96 -2.13 1.72
C -2.82 -2.86 0.98
C -3.10 -2.39 -0.36
O -2.56 -1.37 -0.85
H -5.45 -4.75 -1.18
H -3.51 -5.32 3.23
H -1.85 -3.99 4.49
H -0.93 -1.90 3.46
O -0.43 1.38 -0.91
P 0.84 1.43 -1.69
C 2.17 0.46 -0.86
P 1.65 -1.32 -0.70
O 0.23 -1.50 -0.34
C 2.05 -2.06 -2.30
C 3.39 -2.17 -2.66
C 3.72 -2.73 -3.88
C 2.72 -3.18 -4.72
C 1.39 -3.09 -4.35
C 1.05 -2.53 -3.13
C 2.77 -2.05 0.53
C 2.50 -3.36 0.89
C 3.32 -4.02 1.79
C 4.42 -3.36 2.33
C 4.67 -2.04 2.00
C 3.86 -1.39 1.09
C 0.65 0.79 -3.38
C 1.74 0.62 -4.23
C 1.52 0.17 -5.52
C 0.23 -0.09 -5.96
C -0.85 0.09 -5.11
C -0.64 0.53 -3.82
C 1.46 3.13 -1.71
C 0.59 4.13 -1.31
C 1.01 5.45 -1.29
C 2.31 5.76 -1.65
C 3.19 4.76 -2.04
C 2.76 3.44 -2.08
H 2.28 0.89 0.14
H 3.12 0.52 -1.39
H 4.15 -1.83 -1.98
H 4.76 -2.83 -4.16
H 2.98 -3.62 -5.67
H 0.62 -3.45 -5.01
H 0.02 -2.44 -2.82
H 1.64 -3.86 0.46
H 3.13 -5.04 2.05
H 5.07 -3.87 3.02
H 5.51 -1.52 2.43
H 4.07 -0.36 0.82
H 2.74 0.84 -3.90
H 2.36 0.03 -6.19
H 0.07 -0.43 -6.97
H -1.85 -0.11 -5.46
H -1.47 0.67 -3.13
H -0.42 3.87 -1.02
H 0.34 6.23 -0.99
H 2.65 6.79 -1.63
H 4.21 5.00 -2.31
H 3.44 2.66 -2.40
F -6.74 4.67 4.01
C -6.04 3.80 3.30
C -4.92 4.23 2.57
F -4.53 5.50 2.63
C -4.22 3.32 1.80
F -3.15 3.72 1.10
C -4.58 1.98 1.72
Se -3.76 0.75 0.52
C -5.67 1.57 2.50
F -5.99 0.27 2.47
C -6.39 2.45 3.28
F -7.42 2.02 4.01
C 1.83 3.14 3.96
N 1.46 1.79 3.58
C 2.21 0.66 4.10
C 0.40 1.52 2.82
C -0.43 2.67 2.31
O 0.09 0.35 2.56
H 2.63 3.10 4.70
H 0.98 3.66 4.41
H 2.18 3.71 3.11
H 3.03 1.00 4.71
H 2.59 0.04 3.28
H 1.55 0.03 4.71
H 0.18 3.46 1.88
H -1.02 3.09 3.13
H -1.12 2.28 1.55
*
```

Results
frontier orbital gap (spin up / spin down) = 0.214 / 0.169 Ha
⟨S²⟩ = 0.767
HOMO (spin up / spin down) = -9.215 / -9.215 eV
LUMO level (spin up / spin down) = -3.398 / -4.626 eV

Mulliken atomic charge list, values in e, 8 entries: 1.54 -0.19 -0.26 -0.35 0.13 -0.23 0.55 -0.71



The following is a DFT calculation (wB97M-V/def2-TZVPD) of a molecular structure, C44H35Br2N14O4RbS3Se.

```
! RIJCOSX wB97M-V def2-TZVPD def2/J DEFGRID3
* xyz -2 1
Rb -0.43 -0.59 -0.04
N -2.52 -0.46 -4.48
C -2.49 -0.82 -3.18
N -1.29 -0.62 -2.71
C -0.61 -0.12 -3.77
N -1.32 -0.02 -4.88
C 0.82 0.25 -3.69
C 1.43 0.99 -4.70
N 2.71 1.33 -4.65
C 3.39 0.93 -3.57
C 2.78 0.21 -2.56
N 1.50 -0.14 -2.62
H -3.28 -0.50 -5.13
H -3.34 -1.22 -2.64
H 0.86 1.31 -5.56
H 4.43 1.20 -3.52
H 3.33 -0.10 -1.67
C 0.89 0.44 3.58
O 1.28 -0.39 2.49
C 2.45 -1.04 2.59
C 3.26 -1.02 3.70
C 4.46 -1.72 3.68
Br 5.59 -1.66 5.22
C 4.87 -2.44 2.59
C 4.04 -2.46 1.45
C 2.84 -1.76 1.44
O 2.00 -1.74 0.40
C 4.45 -3.20 0.26
N 3.90 -3.07 -0.92
C 4.59 -3.94 -1.76
C 4.42 -4.19 -3.12
C 5.26 -5.11 -3.71
C 6.27 -5.77 -2.98
C 6.45 -5.52 -1.63
C 5.59 -4.59 -1.04
N 5.48 -4.10 0.24
H 1.67 1.18 3.79
H 0.67 -0.16 4.46
H -0.01 0.95 3.26
H 2.97 -0.48 4.59
H 5.82 -2.95 2.61
H 2.34 -2.29 -0.33
H 3.64 -3.69 -3.68
H 5.15 -5.34 -4.77
H 6.91 -6.48 -3.48
H 7.22 -6.02 -1.06
H 6.01 -4.40 1.04
Br -8.81 1.19 3.38
C -7.74 2.64 2.77
C -7.65 3.79 3.54
C -6.90 4.86 3.07
C -6.21 4.79 1.86
C -6.31 3.61 1.11
C -7.08 2.54 1.56
N -5.60 5.97 1.39
N -4.56 6.02 0.67
C -3.58 5.06 0.47
C -2.90 5.28 -0.74
C -2.00 4.40 -1.28
C -1.64 3.19 -0.62
O -0.80 2.40 -1.08
C -2.29 2.96 0.70
N -1.92 1.83 1.35
C -2.40 1.59 2.56
C -3.16 2.54 3.25
C -3.52 3.70 2.61
C -3.17 3.91 1.26
H -8.17 3.85 4.48
H -6.83 5.78 3.65
H -5.78 3.53 0.18
H -7.13 1.63 0.98
H -3.18 6.18 -1.27
H -1.54 4.60 -2.24
H -2.17 0.63 3.02
H -3.46 2.35 4.27
H -4.07 4.46 3.15
S -2.84 -4.11 2.96
C -3.05 -2.40 3.31
S -2.00 -1.71 4.45
S -4.18 -1.51 2.41
Se -3.44 -3.87 0.49
N -3.02 -5.39 -0.29
C -1.77 -5.21 -0.81
C -1.01 -6.15 -1.50
C 0.23 -5.76 -1.99
C 0.69 -4.47 -1.77
N 0.00 -3.53 -1.11
C -1.21 -3.89 -0.65
N -2.01 -2.99 -0.02
H -1.40 -7.15 -1.66
H 0.86 -6.46 -2.54
H 1.67 -4.17 -2.14
C 3.48 3.81 -0.76
N 2.21 3.63 -0.10
C 1.20 4.65 -0.28
C 1.93 2.47 0.55
O 2.71 1.54 0.68
H 4.10 4.55 -0.23
H 3.32 4.15 -1.78
H 4.01 2.85 -0.77
H 1.56 5.61 0.08
H 0.30 4.38 0.27
H 0.92 4.74 -1.33
H 0.90 2.44 0.94
*
```

Results
frontier orbital gap = 0.169 Ha
HOMO = -1.400 eV
LUMO level = 3.189 eV

Mulliken atomic charge list, values in e, 8 entries: 0.21 0.10 -0.56 0.59 -0.19 -0.81 0.29 -0.44



The following is a DFT calculation (wB97M-V/def2-TZVPD) of a molecular structure, C44H36BBiN5O3S3.

```
! RIJCOSX wB97M-V def2-TZVPD def2/J DEFGRID3
* xyz 1 1
Bi 0.08 -0.84 0.41
C -3.93 -0.42 6.28
C -3.32 -1.64 5.57
C -3.89 -2.92 6.19
C -1.81 -1.62 5.80
C -3.69 -1.58 4.09
C -5.05 -1.65 3.71
C -5.45 -1.60 2.40
C -4.47 -1.47 1.42
S -4.64 -1.38 -0.31
C -2.92 -1.24 -0.46
N -2.28 -1.27 0.68
C -3.13 -1.40 1.77
C -2.73 -1.46 3.10
C -2.21 -1.06 -1.72
C -2.87 -1.06 -2.94
C -2.17 -0.85 -4.11
C -0.79 -0.65 -4.06
C -0.13 -0.66 -2.84
C -0.82 -0.87 -1.65
H -3.69 -0.44 7.34
H -5.02 -0.40 6.18
H -3.54 0.51 5.86
H -3.63 -2.97 7.25
H -3.47 -3.81 5.70
H -4.97 -2.98 6.12
H -1.60 -1.66 6.87
H -1.35 -0.71 5.40
H -1.33 -2.48 5.33
H -5.81 -1.74 4.48
H -6.50 -1.66 2.14
H -1.68 -1.39 3.33
H -3.95 -1.21 -2.98
H -2.68 -0.85 -5.06
H -0.24 -0.48 -4.97
H 0.94 -0.50 -2.82
S 3.35 3.87 1.62
C 4.11 5.39 1.48
C 4.96 5.44 0.42
C 4.98 4.23 -0.31
C 4.15 3.27 0.22
C 3.92 1.91 -0.28
C 2.69 1.27 -0.04
N 2.40 0.05 -0.45
C 3.34 -0.64 -1.14
C 4.59 -0.08 -1.45
C 5.55 -0.84 -2.19
C 5.28 -2.10 -2.60
C 4.02 -2.71 -2.30
C 3.70 -4.02 -2.69
C 2.48 -4.56 -2.38
C 1.59 -3.75 -1.64
N 1.87 -2.53 -1.24
C 3.05 -2.00 -1.57
C 2.11 -5.92 -2.80
C 2.49 -6.58 -3.93
C 1.94 -7.88 -4.02
C 1.14 -8.18 -2.96
S 1.07 -6.90 -1.83
C 4.86 1.21 -0.99
H 3.90 6.17 2.20
H 5.54 6.32 0.16
H 5.57 4.07 -1.20
H 1.93 1.80 0.51
H 6.51 -0.38 -2.41
H 6.01 -2.67 -3.16
H 4.44 -4.60 -3.23
H 0.61 -4.14 -1.38
H 3.12 -6.13 -4.68
H 2.11 -8.56 -4.84
H 0.60 -9.09 -2.77
H 5.84 1.65 -1.19
N 0.20 2.22 4.63
C -0.63 1.52 3.80
N -1.95 1.82 3.87
O -0.20 0.66 3.03
H -0.16 2.77 5.38
H 1.15 1.89 4.68
H -2.28 2.67 4.31
H -2.52 1.41 3.15
O -0.03 2.55 0.58
B -0.73 1.35 0.58
O -2.10 1.59 0.72
C -2.22 2.97 0.83
C -3.36 3.71 1.01
C -3.19 5.09 1.12
C -1.92 5.67 1.05
C -0.78 4.90 0.87
C -0.97 3.54 0.76
H -4.34 3.25 1.05
H -4.05 5.73 1.25
H -1.83 6.75 1.14
H 0.21 5.33 0.81
*
```

Results
frontier orbital gap = 0.281 Ha
HOMO = -10.291 eV
LUMO level = -2.657 eV

Mulliken atomic charge list, values in e, 8 entries: 1.03 -1.54 2.08 -1.76 -1.80 0.21 -0.52 -1.50



Number 1: total energy -297540.590 eV. Number 2: total energy -313842.213 eV. Number 3: total energy -98828.027 eV.